# C3H11NSi

2 unconnected molecules or ions with the total composition C3H11NSi at a distorted geometry (ωB97M-V/def2-TZVPD, OMol25).

## Properties
HOMO level (spin up / spin down)   -0.3498 / -0.2948 hartree
Energy   -12652.57828 eV
Orbital gap (spin up / spin down)   9.5348 / 6.8476 eV
ΔE to the lowest compared entry with this formula, charge and spin   4.5669 eV

CARTESIAN COORDINATES (ANGSTROEM)
C 2.00 0.20 1.13
C 1.29 0.05 -0.31
C 0.55 -1.17 -0.52
N -1.96 -0.97 0.43
Si -2.56 0.35 -0.42
H 2.79 -0.56 1.35
H 2.64 1.12 1.10
H 1.26 0.07 1.93
H 1.90 0.46 -1.17
H 0.41 0.72 -0.26
H 0.15 -1.25 -1.50
H 0.54 -1.87 0.30
H -2.17 -1.97 0.53
H -3.14 1.44 0.56
H -3.59 0.27 -1.55
H -1.32 0.92 -0.96